{
  "formula": "C2H9N3O",
  "method": "wB97M-V/def2-TZVPD",
  "spin_multiplicity": 1,
  "homo_ha": -0.2683,
  "charge": 0,
  "lumo_energy_ha": 0.026,
  "gap_ev": 8.017,
  "e_above_lowest_kj_mol": 499.6,
  "species": ["O", "N", "N", "N", "C", "C", "H", "H", "H", "H", "H", "H", "H", "H", "H"],
  "coordinates": [[0.9744, 1.4193, 0.0654], [-1.6811, -0.8674, 0.2743], [-1.6046, 1.4569, -0.0169], [-0.9483, 0.2786, 0.3723], [1.1510, -0.9830, 0.4671], [0.3512, 0.2441, 0.3857], [2.1925, -0.6492, 0.5276], [1.8243, 0.5402, -2.2495], [-2.5249, -0.9088, 0.9051], [1.2552, -1.3835, -0.5243], [0.2102, 2.0796, -0.0257], [-2.6222, 1.2413, -0.0994], [0.9022, -1.7370, 1.2384], [1.5764, 0.9731, -1.5998], [-1.0561, -1.7043, 0.2796]],
  "forces_ev_per_a": [[-1.517, -0.119, 1.157], [-0.636, -2.396, 0.551], [0.440, -0.693, 0.869], [-1.079, 1.977, -1.470], [1.397, 0.241, 0.085], [-0.618, 1.297, 0.060], [-0.079, -0.037, 0.915], [-0.528, 1.006, 1.348], [1.714, 0.163, -0.666], [-0.674, -0.915, -0.656], [0.523, -0.765, -0.030], [1.302, -0.093, 0.166], [0.097, 0.591, -0.501], [0.846, -1.225, -2.129], [-1.189, 0.968, 0.300]]
}

=====

{
  "formula": "C6H8Si",
  "method": "wB97M-V/def2-TZVPD",
  "spin_multiplicity": 1,
  "homo_ha": [-0.2801, -0.2723],
  "charge": 0,
  "lumo_energy_ha": [-0.019, 0.017],
  "gap_ev": [7.109, 7.861],
  "e_above_lowest_kj_mol": 703.0,
  "species": ["Si", "C", "C", "C", "C", "C", "C", "H", "H", "H", "H", "H", "H", "H", "H"],
  "coordinates": [[-1.0531, 0.2466, -0.5852], [-2.1267, -0.9071, 0.6161], [2.0404, -0.6699, 0.9682], [-1.8388, 1.9636, -1.0015], [3.3867, -0.1000, 1.0188], [3.1479, -0.8466, -0.0195], [-1.6829, 1.1706, -2.0678], [-1.9675, 1.1553, -3.0790], [-1.9357, 3.0804, -0.6563], [-2.2589, -1.8944, 0.4381], [3.9503, 0.7524, 1.4015], [3.2822, -1.2971, -1.0130], [-1.6406, -0.6484, 1.5657], [1.8116, -1.4957, 1.6625], [-3.1150, -0.5096, 0.7513]],
  "forces_ev_per_a": [[-1.412, 0.952, 0.130], [0.979, 4.025, 0.421], [1.524, -1.220, 0.025], [1.905, 0.595, 1.392], [-0.157, 1.663, -0.280], [-1.412, -0.630, -0.539], [-0.462, -0.378, 1.679], [-0.084, 0.326, -1.281], [-0.396, -2.325, -1.168], [0.326, -3.164, -0.584], [0.088, -0.689, 0.040], [0.410, 0.491, 0.801], [0.088, -0.716, -0.027], [-0.769, 0.465, -0.252], [-0.628, 0.605, -0.357]]
}

=====

{
  "formula": "C4H11N2O",
  "method": "wB97M-V/def2-TZVPD",
  "smiles": "C[C@H](N)CNC[O-]",
  "spin_multiplicity": 1,
  "homo_ha": -0.1046,
  "charge": -1,
  "lumo_energy_ha": 0.150,
  "gap_ev": 6.933,
  "e_above_lowest_kj_mol": 64.3,
  "species": ["O", "N", "N", "C", "C", "C", "C", "H", "H", "H", "H", "H", "H", "H", "H", "H", "H", "H"],
  "coordinates": [[-0.8449, 1.4731, 1.8438], [0.0515, 1.4749, -0.9345], [-0.0344, -0.7297, 1.2190], [-0.7074, -0.7731, -0.0953], [-0.7061, 0.2130, 2.2213], [1.4085, -0.4954, -1.4633], [-0.0020, 0.0227, -1.2117], [1.7370, -0.4796, -2.5014], [-1.7144, -0.3699, -0.0137], [-0.0377, 0.0569, 3.1142], [1.5382, -1.5165, -1.0805], [-0.7906, 1.9167, -1.2925], [-0.0530, 1.6210, 0.0907], [-0.6478, -1.8268, -0.3783], [-0.6065, -0.0453, -2.1163], [2.1488, 0.1411, -0.9664], [-1.6505, -0.3201, 2.4445], [0.9111, -0.3631, 1.1205]],
  "forces_ev_per_a": [[0.017, 0.157, -0.179], [-0.065, 0.176, 0.227], [-0.262, 0.496, 0.164], [1.335, 0.122, 0.237], [0.682, -0.302, -0.188], [0.697, -0.262, 0.257], [-0.237, 0.904, 0.258], [-0.327, -0.009, -0.268], [-0.231, -0.308, 0.179], [-0.223, 0.058, -0.019], [-0.011, 0.097, -0.140], [0.041, -0.151, -0.036], [0.048, -0.141, -0.046], [-0.729, -0.136, -0.387], [-0.008, -0.494, -0.219], [-0.245, -0.072, 0.233], [-0.330, -0.091, 0.107], [-0.153, -0.043, -0.181]]
}

=====

{
  "formula": "C6H8N4",
  "method": "wB97M-V/def2-TZVPD",
  "smiles": "CCc1c(C#N)nnn1C",
  "spin_multiplicity": 1,
  "homo_ha": -0.3451,
  "charge": 0,
  "lumo_energy_ha": 0.017,
  "gap_ev": 9.845,
  "e_above_lowest_kj_mol": 244.0,
  "species": ["N", "N", "N", "N", "C", "C", "C", "C", "C", "C", "H", "H", "H", "H", "H", "H", "H", "H"],
  "coordinates": [[0.6035, -1.5919, 1.9784], [1.6633, -1.0756, 1.4000], [-2.8729, -1.6167, 1.7401], [1.3609, -0.4820, 0.2746], [-0.4399, -1.2955, 1.2030], [-1.7669, -1.5416, 1.5335], [-0.7713, 0.2341, -0.9995], [-1.5287, 1.4602, -0.4865], [0.0450, -0.4367, 0.0322], [2.4071, 0.1021, -0.4344], [2.5639, -0.3685, -1.5025], [1.9952, 1.0938, -0.5993], [-1.9700, 1.1006, 0.4586], [-0.7508, 2.2886, -0.3962], [-1.5313, -0.5715, -1.1927], [-2.0945, 1.8786, -1.3326], [3.2399, 0.2395, 0.1533], [-0.1525, 0.5825, -1.8303]],
  "forces_ev_per_a": [[0.761, 0.776, -1.054], [0.828, -1.770, 1.834], [-2.984, -0.380, 0.559], [-2.136, -0.615, 0.707], [1.965, 2.833, -3.186], [1.592, 0.206, -0.417], [-0.410, -0.753, -0.138], [2.056, 0.719, -0.310], [-0.998, -2.836, 3.723], [-1.335, 1.176, -4.455], [0.000, 0.651, 2.338], [0.549, 0.531, -0.616], [-0.524, 1.224, -0.523], [-0.928, -0.957, 0.823], [0.664, 0.881, -0.859], [-0.822, -0.570, 0.794], [1.963, -0.336, 1.134], [-0.241, -0.782, -0.353]]
}

=====

{
  "formula": "C3H10N2O",
  "method": "wB97M-V/def2-TZVPD",
  "spin_multiplicity": 1,
  "homo_ha": -0.3474,
  "charge": 0,
  "lumo_energy_ha": 0.024,
  "gap_ev": 10.100,
  "e_above_lowest_kj_mol": 347.2,
  "species": ["O", "N", "N", "C", "C", "C", "H", "H", "H", "H", "H", "H", "H", "H", "H", "H"],
  "coordinates": [[-2.4876, 0.5903, 2.5421], [3.0355, -0.3942, -3.0071], [4.0891, -0.6105, -5.0372], [-3.1757, 0.3049, 5.0190], [2.9791, -0.3949, -4.3938], [-3.5786, 0.6939, 3.6202], [3.9417, -0.7357, -2.7027], [-2.2726, -0.6026, 2.4014], [-4.3187, -0.0566, 3.1809], [1.9697, -0.3696, -4.8558], [-4.0816, 1.7177, 3.3736], [2.1368, -0.7301, -2.6634], [-3.1840, -0.8074, 5.2260], [-2.1965, 0.6768, 5.1643], [4.6821, -0.9341, -4.3103], [-3.9969, 0.5291, 5.6875]],
  "forces_ev_per_a": [[0.072, -5.110, 1.210], [-1.822, 0.260, -0.954], [-2.986, 0.395, -0.869], [-1.142, -1.722, -0.615], [2.177, -1.075, -0.382], [-1.163, -1.055, -4.120], [-0.743, -0.140, 0.714], [-1.065, 5.748, 0.826], [0.404, 1.026, 1.031], [0.857, 0.647, 0.152], [1.347, -1.572, 1.101], [0.881, -0.083, 0.941], [0.501, 0.836, -1.015], [0.765, 0.691, 1.060], [1.636, -0.002, 0.398], [0.282, 1.155, 0.522]]
}

=====

{
  "formula": "C34H50FeN7O3S3Si",
  "method": "wB97M-V/def2-TZVPD",
  "spin_multiplicity": 2,
  "homo_ha": [-0.2418, -0.2426],
  "charge": 0,
  "lumo_energy_ha": [-0.026, -0.022],
  "gap_ev": [5.859, 6.017],
  "species": ["Fe", "S", "S", "S", "Si", "O", "O", "O", "N", "N", "N", "N", "N", "N", "N", "C", "C", "C", "C", "C", "C", "C", "C", "C", "C", "C", "C", "C", "C", "C", "C", "C", "C", "C", "C", "C", "C", "C", "C", "C", "C", "C", "C", "C", "C", "C", "C", "C", "C", "H", "H", "H", "H", "H", "H", "H", "H", "H", "H", "H", "H", "H", "H", "H", "H", "H", "H", "H", "H", "H", "H", "H", "H", "H", "H", "H", "H", "H", "H", "H", "H", "H", "H", "H", "H", "H", "H", "H", "H", "H", "H", "H", "H", "H", "H", "H", "H", "H", "H"],
  "coordinates": [[0.9052, -0.1465, 0.0462], [1.2297, 1.4496, -1.7683], [0.8418, -1.7630, -2.6264], [-1.2005, -0.9698, -0.1968], [-1.8219, 0.9071, 0.4413], [-2.6005, 0.8669, 1.8879], [-2.8368, 1.6416, -0.6023], [-0.4291, 1.7821, 0.7373], [3.4889, 1.4141, -0.3107], [0.3271, -1.4036, -5.2490], [2.6374, 0.7555, 0.5355], [2.1515, -0.4315, -4.5529], [3.6946, 2.1784, -2.4460], [0.8236, -0.2858, 2.1199], [1.9433, -1.8762, 0.2841], [-4.0745, 2.7051, -2.3016], [-3.8865, 0.4219, 2.3219], [-4.9653, 1.3617, 1.7908], [3.9461, -1.6082, -1.1438], [2.9138, 0.7907, 1.7775], [2.1258, 0.2033, 4.0627], [2.9867, -3.7710, -0.8350], [0.0482, -0.9455, 4.2698], [2.5368, -3.0004, 2.3533], [-4.0965, 0.2126, -2.0905], [0.3867, -3.4418, 1.4020], [-1.0412, 4.0811, 0.2345], [-0.9683, 3.2639, 2.6106], [2.0832, -0.0437, -5.9506], [0.9993, -4.4528, 3.5049], [4.8697, -2.1532, -2.0252], [1.1283, 3.5304, 1.3105], [1.1613, -0.3936, 4.8668], [0.6677, -0.5070, -6.3455], [1.6065, -2.7693, 1.3335], [2.9615, -2.3967, -0.5438], [2.2359, -3.8193, 3.4285], [-4.1498, -1.0057, 1.8547], [-3.8472, 0.4814, 3.8434], [-0.3416, 3.1586, 1.2251], [0.0879, -4.2731, 2.4755], [-2.0341, 1.3836, -2.8863], [4.8457, -3.5016, -2.3449], [3.8974, -4.3066, -1.7270], [1.9357, 0.2077, 2.6967], [-3.2460, 1.4721, -1.9665], [-0.0912, -0.8612, 2.8886], [2.8928, 1.6843, -1.4466], [1.1104, -1.1862, -4.1553], [-2.0982, 3.8340, 0.1450], [3.4987, -2.5030, 2.2913], [2.8180, -0.0766, -3.8887], [2.9723, -3.9710, 4.2089], [-4.7714, 0.0871, 4.2694], [-1.4290, 0.5053, -2.6490], [-0.7498, 4.2493, 3.0266], [5.6222, -1.5058, -2.4622], [-4.9677, 0.2723, -1.4343], [-4.4468, 0.0982, -3.1180], [-0.5514, 2.5002, 3.2712], [5.5473, -3.9158, -3.0574], [-4.8998, 2.8075, -1.5950], [-1.4111, 2.2735, -2.7769], [-3.5111, -0.6674, -1.8218], [-3.4560, 3.6024, -2.2435], [2.8504, -0.5588, -6.5336], [0.6577, -1.0250, -7.3032], [-2.0466, 3.1251, 2.5746], [-2.3614, 1.3130, -3.9263], [1.2793, -0.4163, 5.9422], [-5.1528, -1.3158, 2.1525], [-0.7152, -1.4424, 4.8514], [-0.9513, -1.2634, 2.3738], [1.6195, 3.3951, 0.3478], [-3.7174, 1.5119, 4.1777], [-4.0683, -1.0819, 0.7689], [-4.8049, 2.3722, 2.1720], [-3.0065, -0.1065, 4.2160], [-0.0263, 0.3372, -6.3965], [-3.4289, -1.6988, 2.2936], [-0.3210, -3.3193, 0.5943], [3.8517, -5.3648, -1.9552], [0.7585, -5.0870, 4.3486], [-0.5797, 3.9847, -0.7502], [2.2431, -4.4153, -0.3847], [-0.8648, -4.7894, 2.4981], [4.5694, 2.5702, -2.1274], [3.2123, 2.7408, -3.1295], [-5.9528, 1.0202, 2.1064], [1.2111, 4.5783, 1.6022], [1.6407, 2.9251, 2.0567], [3.8145, 1.2866, 2.1242], [4.0169, -0.5627, -0.9057], [-4.9325, 1.4026, 0.7033], [-4.4834, 2.6255, -3.3102], [2.2136, 1.0312, -6.0759], [-0.5960, -1.7743, -5.1126], [3.0143, 0.6564, 4.4811], [-0.9486, 5.1154, 0.5717]],
  "forces_ev_per_a": [[1.326, -0.452, 0.775], [-0.095, -0.516, -0.106], [-0.318, -0.305, -0.544], [0.173, 0.397, -0.137], [-0.499, -0.097, 0.169], [0.163, 0.137, 0.010], [-0.019, 0.133, 0.038], [-0.591, -0.115, 0.084], [-0.158, -0.116, 0.004], [0.070, -0.033, -0.128], [-0.113, 0.596, -0.054], [-0.039, 0.211, -0.016], [-0.120, 0.278, 0.064], [0.160, 0.233, 0.003], [0.005, 0.136, -0.245], [0.008, 0.017, 0.047], [-0.116, 0.018, -0.032], [0.057, 0.026, -0.027], [0.075, -0.006, 0.081], [-0.122, -0.229, 0.223], [-0.058, -0.073, 0.182], [-0.057, -0.014, -0.005], [-0.047, -0.027, -0.092], [-0.024, 0.111, 0.052], [0.002, -0.002, 0.091], [0.026, -0.109, -0.086], [-0.009, -0.019, -0.005], [0.001, -0.050, -0.004], [0.028, -0.073, 0.061], [0.018, 0.015, -0.018], [-0.044, 0.015, -0.012], [0.031, -0.048, -0.086], [0.084, 0.150, -0.030], [-0.044, -0.004, 0.056], [-0.186, -0.037, -0.071], [-0.158, 0.039, -0.066], [0.000, -0.045, -0.014], [0.081, -0.003, -0.022], [0.029, -0.013, 0.002], [-0.040, 0.004, -0.094], [-0.010, 0.031, -0.006], [0.060, 0.003, 0.098], [-0.017, 0.018, -0.012], [0.030, -0.005, 0.039], [0.206, 0.165, -0.247], [0.045, -0.051, -0.156], [-0.034, 0.032, 0.072], [0.197, -0.039, 0.118], [0.072, -0.110, 0.081], [-0.002, 0.027, 0.021], [0.010, -0.031, -0.008], [0.009, -0.070, 0.031], [-0.010, 0.015, 0.008], [0.002, 0.013, 0.006], [-0.019, -0.009, -0.039], [0.000, -0.007, 0.010], [-0.015, 0.005, -0.010], [0.001, 0.006, -0.012], [-0.006, -0.007, 0.007], [0.005, 0.017, 0.007], [0.020, -0.014, 0.032], [-0.007, -0.005, -0.016], [-0.015, 0.005, -0.017], [-0.001, -0.004, -0.029], [-0.008, -0.001, 0.003], [0.000, 0.009, -0.024], [0.010, 0.015, -0.012], [0.002, 0.013, 0.006], [0.004, 0.008, 0.001], [0.034, -0.035, -0.006], [0.007, -0.014, -0.002], [-0.015, 0.014, -0.017], [-0.012, 0.017, 0.006], [0.001, -0.011, 0.002], [0.007, -0.005, 0.002], [-0.051, 0.001, 0.002], [-0.001, -0.003, -0.009], [-0.026, -0.026, 0.006], [0.004, 0.012, -0.005], [0.016, 0.012, -0.026], [-0.001, 0.000, 0.023], [0.011, -0.002, 0.018], [0.015, -0.023, -0.015], [0.001, 0.010, 0.002], [0.002, -0.020, -0.035], [-0.003, 0.013, 0.008], [0.027, -0.073, 0.010], [0.011, -0.051, -0.049], [0.005, 0.024, 0.019], [0.014, -0.007, 0.010], [-0.012, 0.039, 0.047], [-0.013, -0.022, 0.054], [-0.011, 0.012, -0.062], [-0.035, -0.024, 0.003], [0.004, 0.015, 0.001], [-0.005, 0.002, -0.026], [-0.008, 0.035, 0.054], [0.022, -0.053, 0.004], [0.005, 0.001, -0.016]]
}